Entry 1:
{"formula": "C2H3N3S", "method": "ωB97M-V/def2-TZVPD", "e_above_lowest_kcal_mol": 137.8, "fmax_ev_per_a": 1.8, "homo_ev": -7.130, "energy_ha": -640.2401, "orbital_gap_ev": 4.89, "charge": 0, "symbols": ["C", "C", "N", "N", "N", "S", "H", "H", "H"], "coordinates": [[-0.53926, 0.81051, -1.51950], [2.05190, -1.14061, -0.51207], [-0.10613, 0.54537, -2.62661], [0.04068, 0.36312, -0.26945], [1.00984, -0.65015, 0.05749], [3.31858, -2.06400, -0.40452], [-0.58941, 0.46951, 0.51183], [-1.40059, 1.44625, -1.30080], [0.77497, -0.91476, 1.01288]], "atomic_forces_ev_per_a": [[1.06, -0.97, -1.11], [-1.54, 0.43, 0.71], [0.51, -0.31, -0.22], [0.24, 0.38, 1.47], [-0.13, 0.29, -0.84], [-0.42, 0.54, -0.55], [0.03, -0.20, 0.30], [-0.14, 0.07, 0.44], [0.38, -0.23, -0.19]], "mulliken_charge": [0.006, 0.304, -0.551, -0.436, -0.005, -0.197, 0.272, 0.346, 0.261]}

***

Entry 2:
{"formula": "C2H3N3S2", "method": "ωB97M-V/def2-TZVPD", "e_above_lowest_kcal_mol": 82.1, "fmax_ev_per_a": 1.8, "homo_ev": [-7.680, -7.645], "energy_ha": -1038.5067, "orbital_gap_ev": [6.76, 6.33], "charge": 0, "symbols": ["C", "C", "N", "N", "N", "S", "S", "H", "H", "H"], "coordinates": [[0.91436, 0.12226, -1.01375], [0.65868, 0.41161, 0.26425], [1.22635, 0.14192, -2.16801], [-0.42725, 0.19495, 1.04835], [-1.59015, -0.45384, 0.77594], [2.07953, 1.11150, 0.92848], [-2.08283, -1.08713, -0.65277], [1.75401, -0.48701, -2.74391], [-0.29598, 0.50768, 2.00560], [-2.23672, -0.46195, 1.55582]], "atomic_forces_ev_per_a": [[-0.21, -0.42, -1.72], [0.79, 0.45, 1.20], [-0.39, 0.28, 0.39], [-0.11, 0.14, 0.35], [-0.49, -0.21, -0.07], [-0.36, -0.05, 0.13], [0.46, 0.16, -0.06], [0.10, -0.32, 0.01], [-0.10, -0.15, -0.21], [0.31, 0.12, -0.01]], "mulliken_charge": [-0.102, 0.564, -0.302, -0.021, -0.320, -0.390, -0.238, 0.295, 0.272, 0.242]}

***

Entry 3:
{"formula": "C2H3N4", "method": "ωB97M-V/def2-TZVPD", "e_above_lowest_kcal_mol": 45.5, "fmax_ev_per_a": 2.9, "homo_ev": [-15.506, -15.509], "energy_ha": -296.5529, "orbital_gap_ev": [7.77, 7.77], "charge": 1, "symbols": ["C", "C", "N", "N", "N", "N", "H", "H", "H"], "coordinates": [[-1.11299, -0.82276, 0.62053], [0.55275, 0.16869, -0.17874], [-0.73709, -0.46344, 1.71003], [0.98528, 0.44603, 0.95894], [0.42675, -0.02100, 2.00976], [0.59367, 0.52504, -1.40532], [-1.98955, -1.17010, 0.12461], [0.58010, -0.16398, -2.15387], [0.70107, 1.50152, -1.68595]], "atomic_forces_ev_per_a": [[1.05, -0.79, -0.63], [-1.36, -2.17, -1.42], [-2.10, -0.15, 0.10], [1.48, 1.83, 1.44], [1.62, 0.34, 0.74], [0.00, 0.80, -0.22], [-0.62, 0.24, -0.29], [-0.33, 0.03, 0.21], [0.25, -0.14, 0.07]], "mulliken_charge": [-0.016, 0.314, 0.228, 0.026, -0.320, -0.231, 0.394, 0.309, 0.298]}

***

Entry 4:
{"formula": "C2H3N4", "method": "ωB97M-V/def2-TZVPD", "e_above_lowest_kcal_mol": 38.0, "fmax_ev_per_a": 4.2, "homo_ev": -14.789, "energy_ha": -296.5648, "orbital_gap_ev": 8.34, "charge": 1, "symbols": ["C", "C", "N", "N", "N", "N", "H", "H", "H"], "coordinates": [[-0.82069, -0.11803, 3.21916], [-0.03208, -0.09255, 1.05407], [-0.03350, -0.31418, 2.29008], [-2.29057, 0.41082, 1.83036], [-1.78531, 0.32486, 0.78872], [0.79784, -0.22567, 0.09509], [-2.23287, 0.80176, 0.01882], [1.77167, -0.16736, 0.48115], [0.77153, -0.39081, -0.89035]], "atomic_forces_ev_per_a": [[-0.54, 0.01, 0.27], [-2.29, -0.89, -3.04], [1.59, 0.28, 1.10], [-1.35, -0.06, 0.84], [0.70, 0.51, 1.22], [3.42, 0.52, 2.40], [0.17, -0.19, -1.29], [-0.65, -0.59, -0.88], [-1.05, 0.40, -0.62]], "mulliken_charge": [0.159, 0.416, -0.114, -0.327, 0.207, -0.228, 0.300, 0.320, 0.267]}

***

Entry 5:
{"formula": "C2H3N4O", "method": "ωB97M-V/def2-TZVPD", "e_above_lowest_kcal_mol": 16.2, "fmax_ev_per_a": 5.9, "homo_ev": -2.901, "energy_ha": -372.2669, "orbital_gap_ev": 7.06, "charge": -1, "smiles": "Cn1nnnc1[O-]", "symbols": ["C", "N", "N", "N", "N", "C", "O", "H", "H", "H"], "coordinates": [[-0.26558, 0.72698, 1.18157], [-0.16470, -0.16187, 0.05751], [-1.25428, -0.80268, -0.42284], [-0.81101, -1.37453, -1.69575], [0.40619, -1.03716, -1.87128], [0.86517, -0.29740, -0.86288], [1.94740, 0.22269, -0.68188], [-0.77646, 0.25519, 2.08697], [0.91131, 0.89245, 1.38875], [-0.85803, 1.57633, 0.81984]], "atomic_forces_ev_per_a": [[2.27, -0.76, 0.46], [-1.27, -1.71, -1.46], [0.19, -1.77, -3.27], [-2.63, 1.92, 4.97], [1.31, -0.51, -1.49], [-0.77, 0.68, 1.56], [2.55, 0.96, 0.06], [0.73, 0.44, -1.29], [-2.86, 0.40, -0.16], [0.48, 0.34, 0.62]], "mulliken_charge": [-0.706, 0.538, -0.669, -0.350, -0.360, 0.564, -0.750, 0.200, 0.289, 0.244]}

***

Entry 6:
{"formula": "C2H3N4O", "method": "ωB97M-V/def2-TZVPD", "e_above_lowest_kcal_mol": 70.8, "fmax_ev_per_a": 5.1, "homo_ev": -16.697, "energy_ha": -371.8912, "orbital_gap_ev": 11.24, "charge": 1, "smiles": "O=C[n+]1cn[nH]n1", "symbols": ["O", "C", "N", "C", "N", "N", "N", "H", "H", "H"], "coordinates": [[-0.68853, 1.90645, -1.01695], [-0.41963, 1.60931, 0.06832], [-0.36144, 0.19151, 0.25344], [0.87650, -0.14246, 0.44742], [0.93681, -1.40919, 0.01124], [-0.27941, -1.71244, -0.39340], [-1.06579, -0.69936, -0.23574], [-0.14155, 2.36622, 0.88821], [1.70170, 0.49110, 0.85716], [-0.55867, -2.60114, -0.87970]], "atomic_forces_ev_per_a": [[-0.63, 1.45, -2.19], [-1.32, 2.85, 1.11], [0.89, 2.76, 2.73], [2.97, -3.90, -0.01], [2.05, -0.58, 0.37], [0.81, 1.27, 0.58], [-3.92, -2.33, -2.34], [-0.24, -1.66, -0.55], [-0.91, -0.89, -0.51], [0.29, 1.02, 0.82]], "mulliken_charge": [-0.279, 0.042, 0.617, 0.131, -0.460, 0.390, -0.561, 0.398, 0.394, 0.328]}

***

Entry 7:
{"formula": "C2H3N5O", "method": "ωB97M-V/def2-TZVPD", "e_above_lowest_kcal_mol": 122.2, "fmax_ev_per_a": 5.4, "homo_ev": -9.133, "energy_ha": -426.8628, "orbital_gap_ev": 9.30, "charge": 0, "smiles": "[H]/N=c1\\nn[nH]nc1O", "symbols": ["H", "N", "C", "N", "N", "N", "N", "C", "O", "H", "H"], "coordinates": [[2.31203, -2.05386, -0.41572], [1.82402, -1.15118, -0.78536], [0.80910, -0.81129, -0.14989], [0.47844, -1.13348, 1.25405], [-0.20722, -0.31490, 1.92882], [-0.81399, 0.74245, 1.30528], [-0.84682, 1.04123, 0.05869], [-0.18662, 0.26883, -0.72766], [-0.40006, 0.67030, -2.13380], [-1.64627, 1.35187, 1.70085], [-1.32260, 1.39002, -2.03527]], "atomic_forces_ev_per_a": [[-0.87, 2.41, -0.16], [0.85, -3.00, -0.21], [-2.08, 2.40, 0.19], [0.24, 0.86, -1.17], [-1.37, 0.35, -0.78], [-2.07, 1.51, 4.28], [0.77, -1.37, -3.42], [0.21, 1.30, -2.44], [-2.76, 1.20, 3.33], [2.82, -2.40, 0.64], [4.28, -3.26, -0.26]], "mulliken_charge": [0.303, -0.539, 0.286, -0.216, -0.305, 0.164, -0.452, 0.581, -0.563, 0.321, 0.419]}

***

Entry 8:
{"formula": "C2H3N5O", "method": "ωB97M-V/def2-TZVPD", "e_above_lowest_kcal_mol": 143.2, "fmax_ev_per_a": 9.8, "homo_ev": -10.484, "energy_ha": -426.8294, "orbital_gap_ev": 10.13, "charge": 0, "smiles": "O=CNn1cnnn1", "symbols": ["O", "C", "N", "N", "C", "N", "N", "N", "H", "H", "H"], "coordinates": [[-2.82575, -1.61654, 1.09403], [-1.45502, -1.27082, 1.17952], [-0.96781, -0.17303, 0.31649], [0.24860, 0.24244, 0.01528], [0.64474, -0.10211, -1.24776], [1.68433, 0.72008, -1.60402], [2.09976, 1.30025, -0.46880], [1.17011, 1.26670, 0.50061], [-0.74638, -2.06169, 1.87399], [-1.69367, 0.62564, 0.26666], [0.26288, -0.88913, -1.80035]], "atomic_forces_ev_per_a": [[9.32, 2.88, 0.62], [-5.85, -2.77, -0.46], [-5.62, -0.05, 3.67], [3.96, 0.07, -2.57], [3.13, 4.61, 1.42], [-0.61, -3.55, 1.14], [-3.72, 1.66, 1.47], [0.81, -2.54, -1.88], [-1.59, 2.76, -2.29], [1.21, -2.10, -0.08], [-1.05, -0.98, -1.05]], "mulliken_charge": [-0.500, 0.096, -0.243, 0.286, 0.043, -0.325, -0.114, -0.282, 0.298, 0.308, 0.433]}

***

Entry 9:
{"formula": "C2H3N5O", "method": "ωB97M-V/def2-TZVPD", "e_above_lowest_kcal_mol": 46.7, "fmax_ev_per_a": 2.4, "homo_ev": -9.570, "energy_ha": -426.9832, "orbital_gap_ev": 9.64, "charge": 0, "smiles": "Nc1nnn[nH]c1=O", "symbols": ["N", "C", "N", "N", "N", "N", "C", "O", "H", "H", "H"], "coordinates": [[0.16053, 1.55940, 1.01959], [0.24805, 0.61206, 0.10921], [1.21668, 0.56040, -0.77462], [1.33664, -0.45254, -1.61056], [0.52149, -1.42944, -1.60815], [-0.44668, -1.40201, -0.67527], [-0.70911, -0.47803, 0.23486], [-1.66761, -0.47843, 1.01655], [-0.46381, 1.43078, 1.79288], [0.87803, 2.25347, 1.14469], [-1.07422, -2.17566, -0.64917]], "atomic_forces_ev_per_a": [[0.14, 1.13, 0.69], [0.95, -0.92, -0.13], [-0.08, 1.42, 1.07], [-0.60, -1.45, -1.08], [0.99, 0.49, -0.06], [-0.47, -0.83, -0.19], [-1.49, 1.54, 1.10], [1.10, -0.33, -0.61], [-0.41, -0.18, -0.04], [0.12, -0.08, -0.36], [-0.25, -0.79, -0.39]], "mulliken_charge": [-0.360, 0.391, -0.373, -0.259, -0.458, 0.278, 0.696, -0.675, 0.239, 0.259, 0.263]}

***

Entry 10:
{"formula": "C2H3N6", "method": "ωB97M-V/def2-TZVPD", "e_above_lowest_kcal_mol": 0.0, "fmax_ev_per_a": 7.4, "homo_ev": [-10.674, -15.030], "energy_ha": -405.9990, "orbital_gap_ev": [6.95, 6.64], "charge": 1, "multiplicity": 3, "symbols": ["C", "C", "N", "N", "N", "N", "N", "N", "H", "H", "H"], "coordinates": [[0.29878, -1.25016, 1.15600], [-0.80719, 0.38907, -1.45176], [2.32101, 0.60704, 3.14293], [1.00835, -0.14358, 1.40321], [-0.55401, -1.36126, 0.21083], [-0.74659, -0.46299, -0.65941], [1.63951, 0.12430, 2.40760], [-1.03296, 1.15270, -2.45181], [0.52665, -1.97785, 1.90290], [-1.57575, 1.98193, -2.22242], [-1.07781, 0.94081, -3.43806]], "atomic_forces_ev_per_a": [[4.55, 0.45, 5.76], [-0.57, 0.09, -1.26], [1.41, 0.55, 1.89], [-1.37, 1.24, -2.57], [-3.70, -0.30, -5.13], [0.94, -1.80, 2.32], [-0.23, -0.20, -0.61], [-0.77, 1.77, 0.01], [-0.94, -1.28, -0.24], [0.33, 0.28, -0.14], [0.36, -0.79, -0.04]], "mulliken_charge": [-0.024, 0.372, -0.443, -0.071, -0.739, 0.671, 0.611, -0.379, 0.434, 0.287, 0.280]}

***

Entry 11:
{"formula": "C2H3NO", "method": "ωB97M-V/def2-TZVPD", "e_above_lowest_kcal_mol": 103.9, "fmax_ev_per_a": 3.0, "homo_ev": -10.364, "energy_ha": -207.8321, "orbital_gap_ev": 11.47, "charge": 0, "smiles": "C1[C@@H]2ON12", "symbols": ["C", "C", "O", "N", "H", "H", "H"], "coordinates": [[0.54956, -0.16770, -0.12168], [-0.89293, -0.56188, 0.21925], [-0.56408, -1.94393, 0.50767], [-0.16380, -1.19813, -0.84526], [0.71797, 0.67289, -0.80711], [1.45701, -0.43510, 0.59837], [-1.91277, -0.00069, 0.11707]], "atomic_forces_ev_per_a": [[0.90, -0.09, 1.78], [0.78, 0.04, -0.75], [-0.54, 2.58, -1.40], [-0.78, -1.29, 1.09], [-0.15, -0.07, 0.46], [-2.24, 0.42, -1.60], [2.02, -1.58, 0.42]], "mulliken_charge": [-0.220, 0.129, -0.317, -0.272, 0.247, 0.201, 0.232]}

***

Entry 12:
{"formula": "C2H3NO", "method": "ωB97M-V/def2-TZVPD", "e_above_lowest_kcal_mol": 26.1, "fmax_ev_per_a": 1.4, "homo_ev": -11.451, "energy_ha": -207.9560, "orbital_gap_ev": 12.03, "charge": 0, "smiles": "N#CCO", "symbols": ["N", "C", "C", "O", "H", "H", "H"], "coordinates": [[-1.56533, 0.61848, 1.47254], [-0.83132, 0.69022, 0.58206], [0.20127, 0.24019, -0.36183], [0.31825, -1.06293, 0.19752], [-0.16958, 0.30370, -1.39977], [1.09310, 0.89204, -0.31094], [0.95361, -1.68170, -0.17958]], "atomic_forces_ev_per_a": [[0.43, 0.79, -0.94], [-0.86, 0.03, 1.05], [-0.18, 0.08, 0.15], [0.53, -0.56, -0.30], [0.06, -0.40, 0.33], [-0.16, -0.51, 0.22], [0.17, 0.58, -0.50]], "mulliken_charge": [-0.374, 0.272, -0.166, -0.491, 0.229, 0.233, 0.297]}